The following is a DFT calculation (wB97M-V/def2-TZVPD) of an isolated ion of composition C4H7IO6P2 and charge -2 in a non-equilibrium geometry.

```
20
Properties=species:S:1:pos:R:3:forces:R:3
C -1.703907 1.667044 1.344783 1.0 0.6 -0.2
P -2.791183 1.372163 -0.104875 1.0 -1.4 1.1
O -3.921519 0.467174 0.152732 -0.1 -1.2 0.4
O -3.119493 2.665931 -0.670819 0.4 2.0 -1.6
O -1.577038 0.481246 -1.073308 -0.1 0.0 0.4
P -0.670370 -0.826059 -1.065794 0.3 1.7 -0.1
O -0.673595 -1.510833 -2.376342 0.2 -0.1 0.6
I -1.576234 -2.175306 0.754941 -0.2 -0.5 0.2
C 1.033923 -0.343815 -0.373209 -1.7 -0.7 -2.3
C 2.014287 -1.438240 -0.304984 2.4 2.2 0.0
C 3.518153 -0.844497 -0.071260 -1.9 -0.6 -0.5
O 3.959049 -0.323495 -1.093389 0.8 0.7 -1.1
O 4.024115 -0.962616 1.047481 0.2 -0.2 0.9
H -2.345805 1.863696 2.168749 -0.9 -0.6 1.0
H -0.991249 0.813360 1.581910 -0.8 1.4 -0.2
H -1.265718 2.718686 1.295097 0.3 -1.6 -0.6
H 1.330887 0.448564 -1.049506 0.2 0.3 0.0
H 0.940486 -0.056613 0.601747 -0.9 1.7 2.5
H 1.823334 -2.103434 0.436258 -0.8 -1.9 2.4
H 1.991870 -1.912959 -1.200217 0.4 -1.7 -2.8
```
Forces are in eV/Å.

**E_LUMO**: 4.55 eV
**E_HOMO**: -0.074 Eh
**Kohn-Sham gap**: 6.55 eV
**Net charge**: -2
**Structure (SMILES)**: C[P@@](=O)([O-])O[P@](=O)(I)CCC(=O)[O-]
**Calculated total energy**: -1588.70547 hartree
**Max |F|**: 3.34 eV Å⁻¹

---

The following is a DFT calculation (wB97M-V/def2-TZVPD) of a 2-piece molecular cluster, C5H7NO overall in a non-equilibrium geometry.

```
14
Properties=species:S:1:pos:R:3:forces:R:3
C -1.873928 0.607744 -0.268448 -1.6 0.3 -0.4
C -0.453940 0.259006 -0.036788 -0.5 0.9 -0.5
C 0.525478 1.140240 0.195186 0.1 -0.7 1.0
N 1.638576 0.450490 0.735755 5.0 0.0 -3.8
C 1.477550 -0.930574 0.517450 -0.3 -0.6 1.2
O 2.298352 -1.754737 0.834416 -0.3 -0.3 -0.2
C 0.125188 -1.116908 -0.103356 0.3 -0.5 -1.0
H -2.075284 1.161584 -1.186558 0.4 0.1 -0.3
H -2.354972 1.234999 0.487740 0.6 0.0 0.3
H -2.569992 -0.225348 -0.346684 0.4 -0.5 0.1
H 0.550076 2.225417 0.279269 -0.4 -0.3 -0.1
H 2.731120 0.221731 -0.272342 -3.0 1.7 3.1
H -0.436527 -1.937775 0.349822 0.1 0.1 -0.3
H 0.418302 -1.335871 -1.185464 -0.9 -0.1 1.0
```
Forces are in eV/Å.

**E_LUMO**: -0.02 eV
**E_HOMO**: -0.324 Eh
**Relative energy (zero: lowest compared OMol25 entry of this formula, charge and spin)**: 310.5 kJ/mol
**Kohn-Sham gap**: 8.78 eV
**Calculated total energy**: -324.60620 hartree
**Max |F|**: 6.28 eV Å⁻¹

---

The following is a DFT calculation (wB97M-V/def2-TZVPD) of a 2-piece molecular cluster, C2HBN2O overall in a non-equilibrium geometry.

```
7
Properties=species:S:1:pos:R:3:forces:R:3
B -0.480222 1.307730 0.836522 -0.2 0.2 0.1
C -1.324871 1.452930 2.062030 0.5 -0.2 0.1
C 0.108522 2.246894 -0.168696 0.7 -0.5 -0.3
N -1.771875 1.741614 3.096368 -0.1 -0.3 -0.6
N 0.743793 2.932603 -0.869269 -0.7 -0.5 0.5
O -0.248052 -0.639799 0.295429 -5.5 1.3 3.3
H 0.515107 -0.630404 -0.155357 5.3 0.0 -3.1
```
Forces are in eV/Å.

**<S²>**: 2.0187
**E_LUMO (spin up / spin down)**: -1.21 / -5.33 eV
**E_HOMO (spin up / spin down)**: -0.303 / -0.452 Eh
**Kohn-Sham gap (spin up / spin down)**: 7.02 / 6.96 eV
**Spin multiplicity**: 3
**Calculated total energy**: -286.22552 hartree
**Max |F|**: 6.55 eV Å⁻¹

---

The following is a DFT calculation (wB97M-V/def2-TZVPD) of a 11-piece molecular cluster, C41H98N11O17 overall in a non-equilibrium geometry.

```
167
Properties=species:S:1:pos:R:3:forces:R:3
C -1.671027 -6.777448 -4.573606 0.1 1.8 0.3
N -1.400115 -5.526606 -3.698444 0.4 0.2 -0.2
C 0.127523 -5.583406 -3.417413 -1.0 -0.7 1.0
C -1.529524 -4.150399 -4.444801 -0.9 -0.4 1.2
C -2.285602 -5.570122 -2.304211 1.5 -0.1 -1.1
C -2.103464 -4.377303 -1.416642 0.7 1.1 -1.0
O -2.839653 -3.328769 -2.002506 -0.4 -0.8 -0.4
H -2.682032 -6.812940 -4.979452 -0.2 0.1 0.6
H -1.397404 -7.640669 -3.966918 -0.1 0.0 -0.3
H -1.032308 -6.616322 -5.442038 0.2 -0.4 0.2
H 0.341493 -4.716149 -2.792774 0.5 -0.2 -0.5
H 0.660805 -5.716138 -4.358741 -0.1 0.8 0.0
H 0.382982 -6.469360 -2.836104 -0.3 0.0 0.3
H -1.126205 -4.077203 -5.454789 0.2 -0.9 0.1
H -0.977253 -3.443829 -3.825252 -0.2 0.0 -0.1
H -2.576544 -3.848014 -4.424468 0.1 -0.1 -0.1
H -1.929059 -6.448732 -1.766606 0.0 -0.2 -0.4
H -3.350616 -5.606658 -2.533355 0.2 -0.3 -0.6
H -1.069582 -4.034885 -1.372583 0.4 -0.5 0.3
H -2.389829 -4.642364 -0.398878 -0.3 0.0 0.1
H -2.800426 -2.580164 -1.402792 -0.4 0.8 0.6
C -0.651187 0.002950 -1.882887 0.1 -1.1 0.9
C 0.520430 0.075424 -0.887091 1.4 0.1 -0.6
C 0.357068 -0.785654 0.414653 0.4 -0.4 0.3
O 1.589514 -1.171709 1.129648 -1.1 1.6 -0.8
C 1.709925 -2.578875 1.353545 -0.1 0.3 -0.8
N 1.830108 -0.335947 -1.607843 -2.4 -0.8 0.4
H 1.910262 0.190212 -2.466238 0.6 0.6 -0.2
H 2.597111 -0.259267 -0.955214 1.0 0.4 0.0
H 1.696003 -1.278549 -1.944897 0.5 -0.9 -0.3
H -0.947448 -1.040047 -1.994636 0.0 -0.2 0.0
H -0.408824 0.335731 -2.892159 0.0 0.5 0.3
H -1.527248 0.474771 -1.437921 0.1 0.4 -0.3
H 0.774389 1.124441 -0.734890 -0.5 0.2 0.7
H -0.213402 -1.698136 0.241325 0.1 -0.1 -0.6
H -0.307018 -0.255955 1.097672 0.2 0.4 0.1
H 1.480478 -3.059433 0.402482 0.2 -0.6 0.3
H 1.006630 -2.931235 2.108084 0.1 0.0 0.1
H 2.743140 -2.758528 1.650673 -0.2 -0.2 -0.1
C 6.857442 3.392833 4.306949 1.2 0.6 0.3
C 5.496103 2.853548 4.140040 -1.8 -2.5 -1.1
C 5.461000 1.379393 3.416736 -1.7 2.9 0.6
N 4.051084 0.639253 3.556391 0.8 0.8 0.2
C 4.315833 -0.686415 2.871676 0.4 0.8 0.3
C 3.733088 0.480597 5.046739 -0.8 -0.9 -1.0
C 2.697445 1.547901 5.397151 -0.1 -0.5 -0.2
C 1.836202 1.702040 4.126961 -0.4 -1.2 0.6
C 2.738769 1.351322 2.944008 0.7 1.0 0.7
H 7.416734 2.854349 5.072016 -0.1 0.1 0.2
H 6.709756 4.427410 4.616671 0.5 0.1 0.2
H 7.525363 3.394952 3.445559 -0.4 0.0 -0.4
H 4.854587 3.493653 3.534386 0.2 0.1 -0.3
H 4.976653 2.871304 5.098139 0.3 -0.4 0.2
H 6.262813 0.742278 3.789916 -0.4 -0.2 0.1
H 5.578284 1.611517 2.358225 0.1 -0.5 -0.2
H 3.521424 -1.413638 3.039495 0.0 0.4 -0.1
H 5.258726 -1.031374 3.296003 -0.2 -0.3 0.0
H 4.492539 -0.432486 1.826500 -0.3 -0.3 -0.1
H 3.271902 -0.506796 5.067750 -0.5 0.0 0.2
H 4.600389 0.314485 5.685731 0.3 0.8 -0.3
H 2.102175 1.147231 6.217652 0.0 0.4 0.2
H 3.153827 2.502824 5.657765 -0.1 -0.2 0.2
H 0.988487 1.017999 4.087421 0.1 -0.6 0.6
H 1.271731 2.634419 4.114877 0.8 0.5 -0.4
H 2.235555 0.682707 2.245557 0.6 -0.1 0.0
H 2.957207 2.319092 2.492555 0.9 -0.5 -0.5
C -5.547511 -2.841137 8.233470 -1.0 -1.8 0.4
C -5.294607 -2.758804 6.725904 2.0 1.2 0.4
C -3.842770 -3.277657 6.194880 -3.1 -0.4 -0.3
N -3.468018 -2.888609 4.741264 0.5 0.5 1.1
C -4.478239 -3.164884 3.682441 0.3 -0.4 0.1
C -2.140842 -3.698511 4.508554 -0.2 2.7 0.2
C -1.315824 -2.689890 3.710253 0.8 -0.3 -0.9
C -1.739917 -1.259517 4.056729 -0.8 -0.2 0.2
C -3.176468 -1.343159 4.690126 2.3 -0.5 -0.2
H -4.995035 -2.320012 9.015326 0.2 0.5 -0.7
H -5.600330 -3.870227 8.588844 0.7 -0.5 -0.1
H -6.623216 -2.679613 8.303232 0.0 1.0 0.4
H -5.403139 -1.688186 6.552433 0.3 0.1 -0.6
H -6.192430 -3.205080 6.298300 0.6 -0.5 -0.6
H -3.921645 -4.364409 6.224155 0.0 -0.2 -0.4
H -2.991370 -3.087780 6.848466 -0.3 0.9 -0.1
H -4.088021 -3.048697 2.671335 0.6 0.5 0.2
H -5.239706 -2.394430 3.803584 -0.5 -0.8 0.0
H -4.709334 -4.229114 3.728363 -0.8 0.2 0.4
H -2.344644 -4.682207 4.085585 -0.1 0.2 0.0
H -1.700243 -3.739204 5.504708 0.0 -0.5 -0.1
H -1.361643 -2.859949 2.634572 -0.5 0.0 -0.1
H -0.243824 -2.776836 3.887337 0.0 -0.4 0.4
H -1.731115 -0.663637 3.144067 -0.3 0.0 0.0
H -1.047519 -0.772006 4.743038 -0.1 -0.2 0.3
H -3.859376 -0.714197 4.119026 -0.5 -0.8 -0.1
H -3.164140 -0.953135 5.707879 0.0 -0.2 0.2
C 2.973767 1.811872 -5.001231 0.1 0.6 -0.9
C 3.262294 1.992573 -6.507656 1.1 0.4 1.2
C 2.386382 3.025759 -7.154699 -1.3 -1.7 -0.2
N 2.420075 2.760578 -8.664807 -0.7 0.8 -0.8
C 3.802910 3.047894 -9.142655 -0.7 -1.2 -0.6
C 1.341804 3.553076 -9.452062 1.2 1.3 0.7
C 1.224832 2.887365 -10.849309 -0.4 0.9 2.3
C 1.103983 1.466931 -10.340562 0.9 -1.3 -1.6
C 1.908321 1.330293 -8.999110 -1.7 1.1 0.2
H 1.964413 1.403570 -4.950381 0.3 -0.5 0.5
H 2.966007 2.754414 -4.453811 0.1 0.1 -0.1
H 3.790391 1.205562 -4.609309 -0.5 -0.3 0.3
H 3.315643 0.993412 -6.940007 -0.5 0.1 -0.2
H 4.250161 2.430861 -6.649532 0.5 -0.4 0.4
H 2.706170 3.999379 -6.783342 0.0 0.3 -0.9
H 1.338082 2.898576 -6.884516 -0.1 0.0 0.1
H 4.095097 4.045567 -8.814972 0.1 -0.3 -0.1
H 3.775067 2.916972 -10.224408 0.3 0.4 0.0
H 4.385229 2.218612 -8.741048 0.5 0.6 0.0
H 1.538594 4.623711 -9.396235 0.7 0.0 -0.4
H 0.511940 3.511626 -8.746583 -0.7 -0.7 -0.7
H 2.100108 3.012862 -11.486673 0.1 0.2 0.3
H 0.377590 3.317150 -11.383689 -0.1 -0.4 0.1
H 1.501407 0.872200 -11.163035 0.2 -0.6 0.4
H 0.067955 1.141925 -10.245155 0.1 0.2 0.4
H 2.595177 0.502455 -8.822991 0.2 0.5 -0.5
H 1.095645 1.239287 -8.278427 0.4 -0.4 0.4
C -4.933490 5.744752 5.444658 1.1 -0.6 1.0
C -3.766257 5.253430 4.522357 -1.5 2.5 0.3
C -4.194713 3.948017 3.961899 0.6 -1.2 -1.4
N -3.494875 3.365943 2.707516 2.8 0.5 0.0
C -4.406196 2.376584 2.005287 0.4 1.2 0.4
C -2.102973 2.750315 3.153703 -1.7 -1.2 -0.6
C -1.340842 2.534835 1.854233 0.1 -1.1 1.4
C -1.707280 3.605119 0.968287 -1.7 3.8 -1.5
C -2.848388 4.394397 1.728015 -0.6 -0.6 0.3
H -4.689742 6.699860 5.909912 0.0 0.2 -0.4
H -4.855532 5.064677 6.292894 -0.9 -0.2 0.2
H -5.936421 5.798023 5.021099 0.2 -0.2 -0.1
H -2.898658 5.291410 5.181093 0.3 -0.5 -0.5
H -3.721638 6.082120 3.815686 0.5 -0.4 -0.5
H -5.236284 3.971149 3.641434 0.0 0.0 0.5
H -3.983457 3.180972 4.706959 -0.6 -0.3 0.1
H -5.314461 2.944011 1.802369 -0.1 -0.1 0.0
H -4.614845 1.551566 2.686394 0.2 -0.1 -0.3
H -3.980113 2.098827 1.041230 0.1 -0.4 0.3
H -2.346788 1.762637 3.545047 0.1 0.2 0.8
H -1.671562 3.418341 3.899174 0.0 -0.1 -0.1
H -1.733435 1.620864 1.408558 0.9 -0.6 0.3
H -0.271597 2.688539 1.999798 0.1 -1.3 0.2
H -1.994589 3.347209 -0.051046 -0.1 -0.3 0.1
H -0.841259 4.253070 0.833139 -0.3 0.4 -0.2
H -3.659850 4.851072 1.161368 0.3 0.0 -0.3
H -2.422470 5.114036 2.427160 0.0 0.1 -0.4
N -3.665564 -0.865624 0.419919 0.1 0.6 -3.5
O -4.233568 -0.228967 -0.518078 0.1 -0.1 1.8
O -2.898399 -1.777073 0.086579 1.1 -1.4 0.0
O -3.760674 -0.612292 1.598261 -1.0 1.0 2.2
N 5.418549 1.169289 -0.844434 -2.1 -0.2 -0.3
O 5.497179 1.163065 -2.079227 1.6 0.0 0.4
O 4.201887 1.202031 -0.410233 0.7 -0.3 1.1
O 6.373377 1.122479 -0.035091 -0.6 0.2 -0.9
N 2.229544 -5.605043 -0.128407 -0.2 -3.1 0.8
O 2.812835 -5.472651 0.956014 0.5 1.1 0.1
O 1.037911 -5.231076 -0.228119 -0.6 1.0 -0.7
O 2.716804 -6.365355 -0.995426 -0.1 1.0 -0.4
N 0.271008 4.414092 -2.411153 0.3 2.7 -0.7
O 0.644636 5.579725 -2.678393 -0.1 0.4 -0.5
O -0.708301 3.937576 -2.954465 -1.8 -1.0 -1.1
O 0.890900 3.799885 -1.581104 1.5 -2.3 2.4
N 2.205926 -2.091191 -4.804660 -2.4 2.4 -3.0
O 2.490908 -2.621116 -3.809523 2.5 -3.6 5.2
O 1.312025 -1.210437 -4.704468 -1.0 1.6 -0.8
O 2.675406 -2.385796 -5.898681 0.6 -0.1 -1.1
```
Forces are in eV/Å.

**<S²>**: 0.7506
**E_LUMO (spin up / spin down)**: -0.01 / -0.01 eV
**E_HOMO (spin up / spin down)**: -0.091 / -0.242 Eh
**Kohn-Sham gap (spin up / spin down)**: 2.46 / 6.59 eV
**Spin multiplicity**: 2
**Calculated total energy**: -3501.24590 hartree
**Max |F|**: 6.80 eV Å⁻¹

---

Q: max |F| of number 4 (C41H98N11O17)?
A: 6.80 eV Å⁻¹